No. 1
{"formula": "CH29O17", "method": "wB97M-V/def2-TZVPD", "de_lowest_ev": 0.610, "e_tot_ev": -36319.06868, "homo_lumo_gap_ev": 9.38, "total_charge": -1, "e_homo_ev": -6.9, "symbols": ["C", "O", "O", "O", "H", "O", "H", "H", "O", "H", "H", "O", "H", "H", "O", "H", "H", "O", "H", "H", "O", "H", "H", "O", "H", "H", "O", "H", "H", "O", "H", "H", "O", "H", "H", "O", "H", "H", "O", "H", "H", "O", "H", "H", "O", "H", "H"], "xyz": [[0.1859, 0.3380, -0.5467], [0.6949, 0.1910, 0.5453], [-0.8651, -0.3940, -0.9047], [0.7379, 1.0550, -1.4047], [-1.2861, -1.0190, -0.2987], [2.9989, 0.9570, -2.8297], [2.3109, 0.9870, -2.1737], [3.7729, 0.6420, -2.3307], [2.4389, 3.3900, -1.4377], [2.9819, 3.1830, -0.7087], [1.5429, 3.1920, -1.1197], [-0.6731, 1.0020, 2.6093], [-0.0871, 0.7700, 1.8533], [-0.6231, 1.9350, 2.6413], [-0.5341, -2.0260, 1.3453], [-0.5711, -2.1000, 2.2813], [-0.0141, -1.2560, 1.1743], [1.3309, 2.8850, 1.0633], [1.0289, 2.1340, 0.5383], [2.2229, 2.7150, 1.2583], [3.3489, 0.6110, 0.5523], [2.4689, 0.3290, 0.7483], [3.7429, 0.8280, 1.3493], [2.4569, -2.1060, 1.6953], [2.2859, -2.0320, 0.7643], [3.4519, -1.9300, 1.8003], [-3.3291, -2.9140, 1.8813], [-2.6161, -2.3650, 1.5633], [-3.2751, -3.7550, 1.4313], [-0.8591, -1.6160, -3.4457], [0.0189, -1.9560, -3.5777], [-0.7401, -1.1080, -2.6347], [1.9269, 0.1660, 3.3063], [1.7199, -0.3200, 2.5343], [1.0499, 0.5220, 3.5553], [-3.1311, 0.0040, 1.3493], [-2.4771, 0.3600, 1.9723], [-3.8741, 0.2010, 1.8653], [-2.9841, -2.4450, -0.9477], [-2.6241, -3.0300, -1.6957], [-3.5381, -1.8980, -1.4757], [-0.2001, 1.3300, -3.7967], [0.2349, 0.6420, -4.1887], [0.1249, 1.1900, -2.8627], [-3.6481, 1.3140, -1.1157], [-3.7521, 0.6240, -1.8077], [-3.3771, 0.7730, -0.3757]], "forces_ev_per_a": [[0.6, 0.1, -3.4], [0.8, -1.0, 4.2], [-0.8, 0.3, -1.4], [-1.3, 0.0, 0.3], [0.2, 0.0, 0.7], [1.6, -0.9, -0.6], [-0.7, 0.4, 0.6], [-0.5, 0.3, -0.3], [-1.1, 0.9, -1.3], [0.9, -0.4, 1.2], [0.5, 0.1, -0.3], [-0.4, -1.4, 0.2], [-0.3, 0.0, 0.1], [0.1, 1.7, 0.1], [-1.0, -1.4, -0.8], [0.0, -0.2, 1.3], [1.0, 1.2, -0.2], [-2.2, 0.8, 0.1], [0.4, -0.1, 0.0], [1.7, -0.6, 0.4], [0.6, -0.2, -2.8], [-1.3, -0.2, 0.1], [1.1, 0.5, 2.6], [2.3, 0.1, 1.1], [0.0, 0.0, -0.8], [-2.3, -0.3, -0.4], [-0.7, -0.3, 1.0], [0.3, 0.2, -0.6], [0.2, 0.0, -0.3], [-0.3, -0.3, 0.0], [0.5, -0.4, -0.4], [-0.4, 0.4, 0.2], [-0.2, 1.2, 1.7], [0.0, -1.2, -1.2], [0.6, -0.1, -0.1], [1.7, 0.0, -0.2], [1.0, 0.0, -0.5], [-2.5, 0.1, 0.7], [1.4, -2.2, -1.5], [-0.3, 1.1, 1.7], [-1.0, 1.1, -0.4], [-1.4, 2.4, 2.2], [1.6, -2.7, -2.2], [-0.6, 0.7, -0.7], [-0.5, -0.8, -1.3], [0.2, 1.0, 0.3], [0.3, -0.1, 0.9]], "mulliken_charge": [0.371, 0.766, -0.262, -0.674, 0.205, -0.679, 0.547, 0.325, -0.595, 0.284, 0.345, -0.844, 0.235, 0.274, -0.740, 0.326, 0.191, -0.742, -0.001, 0.276, -0.646, -0.105, 0.303, -0.604, 0.301, 0.308, -0.663, 0.376, 0.276, -0.672, 0.327, 0.358, -0.738, 0.208, 0.405, -0.517, 0.307, 0.247, -0.566, 0.299, 0.269, -0.672, 0.286, 0.268, -0.645, 0.318, 0.362]}

No. 2
{"formula": "CH2Br2N2O", "method": "wB97M-V/def2-TZVPD", "de_lowest_ev": 4.067, "e_tot_ev": -146176.71234, "homo_lumo_gap_ev": 8.69, "total_charge": 0, "e_homo_ev": -8.5, "symbols": ["C", "N", "N", "O", "Br", "Br", "H", "H"], "xyz": [[0.8827, 0.3926, -0.1156], [1.9324, 0.9173, 0.0388], [-2.9519, 0.1810, -0.8260], [-0.0034, -0.3266, -0.0529], [-2.2867, 1.6789, 0.1512], [-3.3313, -1.1811, 0.0333], [-1.9774, -1.7150, 0.1126], [2.0891, 1.8663, 0.0514]], "forces_ev_per_a": [[-0.1, -0.7, 1.0], [1.8, -0.4, -0.3], [0.4, 4.3, -3.2], [-2.1, -1.6, -0.7], [-0.4, -0.1, 0.3], [-0.2, -3.0, 2.5], [0.1, -0.8, 0.4], [0.5, 2.3, -0.1]], "mulliken_charge": [0.472, -0.422, -0.403, -0.321, -0.133, 0.284, 0.247, 0.277]}